ORCA calculation (ωB97M-V/def2-TZVPD) on 5 unconnected molecules or ions with the total composition C30H69BrN5O6.

Atoms and positions in Å:
C 2.62188 3.42144 -3.08444
C 1.81849 2.76053 -1.94211
C 0.30081 3.04142 -1.97130
C -0.65414 1.81746 -1.95697
C -2.01721 2.42258 -1.53174
C -3.20331 1.52203 -1.66927
O -3.25049 0.34728 -1.60324
Br -4.89413 2.52613 -1.89947
C -0.22491 0.80836 -0.86864
C 0.48447 -0.49533 -1.29007
C 1.63981 -0.76120 -0.32025
C -0.49254 -1.68976 -1.20018
N 1.04235 -0.41905 -2.67070
O 2.30966 -0.32157 -2.79508
C 0.19234 0.06343 -3.79512
C 1.10737 0.59568 -4.90086
C -0.58999 -1.13705 -4.38305
C -0.77944 1.20581 -3.37029
H 1.96504 3.88746 -3.82192
H 3.27854 4.20426 -2.70695
H 3.23223 2.69126 -3.61559
H 2.21056 3.15277 -1.00199
H 2.02949 1.69499 -1.93162
H 0.04522 3.64489 -1.09365
H 0.05337 3.66438 -2.83403
H -2.21158 3.37132 -2.02994
H -1.96209 2.64800 -0.45719
H 0.40822 1.33955 -0.15345
H -1.11079 0.51241 -0.30606
H 2.15443 -1.68891 -0.56689
H 2.35333 0.05977 -0.30724
H 1.20692 -0.86022 0.67771
H -0.50959 -2.05358 -0.17102
H -1.51202 -1.41460 -1.46481
H -0.15623 -2.51155 -1.82634
H 1.67834 1.45880 -4.56635
H 1.78185 -0.17358 -5.26902
H 0.46335 0.90945 -5.72617
H -1.52304 -0.81188 -4.84140
H -0.78998 -1.91207 -3.65147
H 0.00835 -1.59926 -5.17114
H -0.61984 2.01792 -4.08157
H -1.79739 0.86326 -3.54684
C -3.25950 1.78374 4.77873
C -3.84198 2.39805 3.51071
C -3.45366 1.66938 2.22038
O -2.11630 1.87814 1.79347
C -1.14343 1.08229 2.44412
N -3.51397 3.82583 3.47661
H -2.21320 2.05702 4.91879
H -3.79784 2.14567 5.65429
H -3.33139 0.69434 4.76449
H -4.93211 2.32105 3.57759
H -4.07750 2.05651 1.41101
H -3.65362 0.59283 2.30429
H -1.52675 0.07863 2.65239
H -0.79823 1.53477 3.37612
H -0.29132 1.00008 1.76945
H -4.00985 4.27526 2.71285
H -2.52811 3.92321 3.24994
C -6.37982 3.18881 10.70750
C -5.10434 2.36482 10.56397
C -4.02528 3.01664 9.69091
O -4.27970 2.98481 8.30089
C -5.15791 3.98302 7.81696
N -5.45507 1.01527 10.11554
H -7.01268 3.10413 9.82400
H -6.96193 2.82809 11.55489
H -6.15676 4.24500 10.86983
H -4.66202 2.26885 11.56100
H -3.09778 2.45380 9.82397
H -3.83395 4.04910 10.01462
H -5.02795 4.92458 8.35966
H -6.20373 3.67316 7.88330
H -4.91497 4.14801 6.76702
H -4.63539 0.41743 10.15185
H -5.70540 1.06266 9.13162
C 2.64628 -6.11993 -4.84675
C 2.29320 -4.81581 -4.13922
C 0.96088 -4.84376 -3.38237
O -0.19226 -4.80107 -4.20061
C -0.58390 -6.03902 -4.76070
N 2.37353 -3.70983 -5.09610
H 2.09690 -6.22859 -5.78187
H 3.70697 -6.13210 -5.09619
H 2.43204 -6.98683 -4.21864
H 3.06122 -4.63817 -3.37701
H 0.91547 -3.94075 -2.76957
H 0.90806 -5.70682 -2.70411
H -0.40996 -6.86335 -4.06182
H -0.06210 -6.24859 -5.69719
H -1.65101 -5.97631 -4.97115
H 2.29231 -2.82487 -4.60060
H 1.55652 -3.75085 -5.69984
C 6.36683 -0.55507 -3.32767
C 5.49669 -1.77852 -3.05798
C 5.58661 -2.31255 -1.62457
O 6.77461 -3.01673 -1.31356
C 7.88587 -2.21108 -0.98029
N 5.78456 -2.80246 -4.06486
H 7.41129 -0.82918 -3.48165
H 6.02832 -0.05454 -4.23444
H 6.31604 0.16018 -2.50400
H 4.45455 -1.47143 -3.19256
H 4.78061 -3.03858 -1.48408
H 5.42948 -1.50207 -0.89887
H 7.57931 -1.32957 -0.40745
H 8.43702 -1.88447 -1.86554
H 8.55271 -2.81450 -0.36485
H 5.10534 -3.55348 -3.98373
H 6.68176 -3.22729 -3.84520

Atomic forces in eV per Å
C -0.155 -0.056 0.014
C 0.088 0.326 -0.078
C 0.066 -0.145 0.274
C -0.034 0.073 -0.107
C 0.317 0.145 -0.026
C -0.046 0.090 0.186
O -0.009 -0.189 -0.055
Br -0.022 0.051 0.026
C -0.173 0.057 0.059
C 0.155 -0.432 0.041
C -0.220 0.001 -0.048
C 0.035 0.155 0.104
N -0.071 0.623 0.174
O -0.013 -0.258 -0.074
C -0.026 -0.193 -0.353
C -0.213 0.025 0.024
C 0.316 0.026 -0.140
C 0.105 -0.053 0.104
H -0.006 -0.024 -0.006
H 0.044 -0.007 -0.035
H 0.091 0.034 0.055
H 0.002 -0.137 0.055
H -0.050 0.007 -0.046
H 0.023 -0.003 -0.008
H -0.046 -0.034 -0.046
H -0.054 -0.074 -0.141
H -0.102 0.015 -0.025
H 0.048 0.039 -0.121
H 0.042 -0.029 0.009
H 0.063 0.019 -0.006
H 0.072 -0.053 -0.072
H 0.025 0.006 0.005
H -0.068 0.086 0.026
H 0.023 -0.038 -0.168
H -0.011 -0.040 0.046
H 0.059 -0.052 -0.010
H 0.096 0.041 0.062
H 0.013 -0.026 -0.004
H -0.042 0.008 0.043
H -0.227 0.083 -0.010
H -0.008 -0.065 0.059
H -0.103 0.037 -0.017
H 0.016 -0.110 0.132
C -0.056 -0.028 0.103
C 0.101 0.076 0.064
C -0.105 -0.006 -0.076
O 0.035 -0.026 0.043
C 0.120 0.055 -0.029
N -0.028 -0.043 -0.122
H 0.004 0.001 -0.055
H 0.025 0.016 0.004
H 0.007 0.002 -0.014
H -0.008 -0.037 -0.037
H 0.012 0.015 -0.049
H 0.014 0.008 0.043
H -0.015 -0.012 0.014
H -0.055 -0.038 0.027
H -0.051 -0.018 0.119
H -0.029 0.010 0.046
H -0.001 0.013 0.067
C -0.020 0.027 0.043
C -0.074 -0.034 -0.039
C 0.085 -0.019 0.039
O -0.065 -0.007 -0.017
C 0.046 -0.033 -0.116
N 0.102 0.029 -0.041
H 0.029 0.004 -0.027
H -0.001 -0.028 -0.019
H 0.003 -0.003 -0.003
H 0.036 0.017 -0.004
H -0.001 0.001 -0.025
H -0.055 0.001 0.018
H -0.011 0.001 0.014
H -0.010 0.049 0.046
H 0.020 0.009 0.006
H -0.029 -0.009 0.046
H -0.044 -0.004 0.026
C 0.044 -0.033 0.013
C 0.009 0.015 -0.113
C 0.032 0.019 0.046
O 0.038 0.014 -0.010
C -0.088 0.057 -0.013
N -0.123 0.056 0.160
H -0.031 0.016 0.010
H -0.008 0.027 -0.021
H -0.002 0.004 0.001
H -0.036 -0.001 0.057
H -0.008 -0.005 -0.020
H 0.045 -0.031 -0.040
H 0.013 -0.013 -0.004
H 0.024 -0.044 0.029
H 0.002 0.008 0.017
H 0.110 0.010 -0.011
H 0.051 -0.047 -0.041
C -0.011 0.051 0.003
C 0.021 0.020 -0.088
C -0.107 -0.007 0.010
O 0.047 0.023 -0.010
C 0.006 -0.076 0.012
N 0.005 -0.073 0.177
H 0.006 -0.024 0.030
H 0.007 -0.030 -0.016
H -0.004 -0.003 0.001
H 0.007 -0.013 0.047
H 0.015 -0.018 0.005
H 0.014 0.030 -0.034
H 0.002 0.017 -0.006
H -0.013 0.054 0.012
H -0.013 -0.005 0.000
H -0.040 0.046 -0.183
H 0.004 0.037 -0.015

Properties
2S+1	2
E_HOMO (spin up / spin down)	-8.06 / -8.80	eV
expectation value of S²	0.754

Atomic partial charges in e from the Löwdin method, atoms 1 to 2: C -0.09; C -0.21

***

ORCA calculation (ωB97M-V/def2-TZVPD) on 8 unconnected molecules or ions with the total composition C30H69NO24S7 at a distorted geometry.

Atoms and positions in Å:
O 0.69989 2.93123 -0.77611
C 1.61272 2.41047 -0.21827
O 2.70041 1.92995 -0.90012
O 1.72626 2.23476 1.09717
C 0.88679 3.11557 1.85538
C 1.38997 3.26482 3.29080
C 2.92032 3.33357 3.43648
C 3.61881 4.22849 2.41203
N 3.09465 5.58771 2.33662
C 2.42817 6.28802 3.29043
C 2.12256 7.52791 2.73050
C 2.64984 7.53777 1.41564
C 3.26125 6.30467 1.19803
H 2.45631 1.02216 -1.13064
H -0.11675 2.68089 1.89330
H 0.76890 4.08514 1.37219
H 0.89974 4.15128 3.69241
H 1.02072 2.43142 3.89450
H 3.33391 2.32821 3.35473
H 3.13956 3.66879 4.45448
H 3.56376 3.75425 1.43370
H 4.68530 4.27278 2.66008
H 2.21584 5.87246 4.25618
H 1.57427 8.28354 3.27105
H 2.58263 8.37090 0.73787
H 3.77185 5.98882 0.30820
C 1.98971 -4.52811 -4.00205
C 1.85090 -4.17837 -2.53369
O 3.06055 -3.63060 -1.96810
S 3.45700 -2.13222 -2.35546
C 4.74153 -1.92222 -1.16975
O 2.36084 -1.26500 -2.02153
O 4.03269 -2.11970 -3.66482
H 2.14176 -3.63653 -4.60938
H 1.09471 -5.03087 -4.36106
H 2.84741 -5.17916 -4.16136
H 1.02165 -3.48805 -2.36762
H 1.64096 -5.07961 -1.95954
H 4.31470 -1.95907 -0.17137
H 5.19432 -0.94982 -1.35003
H 5.48062 -2.70526 -1.30781
C -1.34475 12.93807 5.48778
C -1.10084 11.56312 6.08007
O -1.77425 10.52001 5.34223
S -1.17464 10.09611 3.92581
C -2.14215 8.64234 3.69363
O 0.20011 9.72910 4.09882
O -1.55354 11.06261 2.94111
H -0.89810 13.03187 4.49865
H -0.90960 13.70490 6.12910
H -2.41360 13.12530 5.38419
H -0.03286 11.34708 6.14782
H -1.50533 11.53154 7.08937
H -1.87631 7.91425 4.45516
H -1.90742 8.25801 2.70321
H -3.19393 8.90900 3.75324
C 0.77206 -10.67454 -6.95523
C 0.68524 -10.31735 -5.48467
O 1.92823 -9.79607 -4.95790
S 2.34239 -8.31326 -5.36820
C 3.66981 -8.12161 -4.22516
O 1.27373 -7.42616 -5.00949
O 2.88256 -8.31886 -6.69231
H 0.92419 -9.79046 -7.57257
H -0.15131 -11.15419 -7.27843
H 1.60939 -11.34912 -7.13662
H -0.12213 -9.60643 -5.29839
H 0.47354 -11.21026 -4.89964
H 3.27349 -8.14190 -3.21333
H 4.13468 -7.16027 -4.43219
H 4.38470 -8.92436 -4.38348
C 11.16118 -2.50690 0.87132
C 10.14485 -2.94860 -0.16418
O 9.18293 -3.88499 0.36309
S 8.04774 -3.32647 1.33571
C 7.04214 -4.77336 1.36199
O 7.34999 -2.26821 0.66566
O 8.59788 -3.12511 2.64049
H 10.69390 -1.92818 1.66660
H 11.92550 -1.88464 0.40547
H 11.63860 -3.37143 1.33255
H 9.62553 -2.09395 -0.60174
H 10.64816 -3.47290 -0.97428
H 6.64299 -4.94761 0.36621
H 6.23524 -4.58833 2.06765
H 7.64582 -5.61302 1.69538
C -5.60190 -9.15986 -7.68750
C -5.22622 -7.71009 -7.91679
O -4.07892 -7.29933 -7.14607
S -2.63907 -7.80763 -7.61199
C -1.67904 -6.76802 -6.56630
O -2.44100 -7.43690 -8.98085
O -2.46030 -9.16726 -7.19103
H -4.83049 -9.83563 -8.05585
H -6.53152 -9.39439 -8.20679
H -5.73092 -9.35470 -6.62469
H -5.04994 -7.50596 -8.97490
H -6.04231 -7.06687 -7.59251
H -1.82618 -5.73113 -6.85593
H -0.63747 -7.05440 -6.69883
H -1.98047 -6.93416 -5.53547
C -9.35963 -5.26124 -4.18430
C -7.94682 -5.65364 -3.79567
O -7.89815 -6.87073 -3.02617
S -8.14276 -8.25143 -3.79094
C -7.63973 -9.32364 -2.48712
O -7.21195 -8.34483 -4.87626
O -9.54531 -8.42501 -4.01579
H -9.79826 -5.98234 -4.87237
H -9.35795 -4.28635 -4.67253
H -10.00074 -5.21714 -3.30392
H -7.30394 -5.74677 -4.67326
H -7.51438 -4.88650 -3.15603
H -6.58085 -9.17490 -2.29432
H -7.82547 -10.34158 -2.82216
H -8.23502 -9.10501 -1.60475
C -4.28089 14.63296 10.74451
C -4.05533 13.24215 11.30650
O -4.74297 12.22053 10.55792
S -4.15375 11.81205 9.13171
C -5.14596 10.37965 8.87547
O -2.78477 11.41805 9.29242
O -4.52480 12.80324 8.16794
H -3.83793 14.73964 9.75546
H -3.83042 15.37998 11.39852
H -5.34690 14.83955 10.64966
H -2.99156 13.00383 11.36382
H -4.45662 13.18357 12.31651
H -4.88932 9.63245 9.62136
H -4.92186 10.01221 7.87634
H -6.19300 10.66180 8.94541

Atomic forces in eV per Å
O -0.467 0.389 0.078
C 0.281 -0.168 -0.694
O -0.349 -0.419 0.763
O 0.473 0.409 -0.044
C -0.997 -0.037 0.816
C 0.177 -0.473 -0.270
C -0.429 0.391 0.083
C 0.392 -0.286 0.670
N 0.686 -1.712 -0.529
C -0.137 1.059 -0.879
C 0.099 -0.773 0.682
C 0.099 -0.333 0.245
C -1.023 2.040 0.246
H 0.328 -0.228 -0.428
H 0.036 0.044 -0.134
H 0.416 -0.066 -0.213
H 0.093 0.071 -0.049
H 0.101 -0.053 -0.042
H 0.059 0.040 -0.129
H 0.098 0.021 -0.057
H -0.139 0.236 -0.063
H -0.054 0.004 0.050
H 0.022 -0.008 0.101
H 0.132 0.119 -0.309
H 0.075 -0.064 -0.173
H 0.102 -0.491 0.113
C 0.144 0.387 -0.072
C -0.542 -0.237 -0.385
O 0.129 0.232 0.043
S 0.464 -0.328 0.440
C -0.067 -0.064 0.054
O -0.051 0.085 -0.226
O -0.287 0.170 -0.001
H 0.002 0.020 0.037
H 0.005 -0.095 0.111
H -0.041 -0.065 0.010
H 0.121 0.111 0.042
H 0.193 0.074 0.163
H 0.003 -0.010 -0.007
H -0.031 0.010 -0.048
H 0.014 0.020 -0.019
C -0.017 -0.054 -0.310
C 0.291 0.703 0.287
O -0.025 -0.254 -0.209
S -0.378 -0.095 0.345
C -0.033 -0.054 0.060
O -0.088 0.316 -0.034
O 0.229 -0.054 -0.010
H 0.027 0.001 0.019
H -0.027 -0.063 0.093
H -0.003 0.020 0.098
H -0.046 -0.170 -0.153
H -0.143 -0.300 -0.067
H 0.016 0.027 0.009
H 0.064 0.051 -0.007
H 0.011 0.035 -0.006
C 0.198 0.140 -0.074
C -0.589 -0.221 -0.381
O 0.206 0.276 0.035
S 0.317 -0.653 0.321
C -0.028 -0.029 0.103
O -0.106 0.012 -0.298
O -0.240 0.254 0.017
H -0.045 0.001 0.001
H -0.032 0.013 0.099
H -0.029 -0.042 0.031
H 0.112 0.088 0.022
H 0.205 0.076 0.161
H -0.016 -0.018 -0.015
H -0.031 0.006 -0.063
H -0.021 -0.009 -0.033
C -0.148 -0.016 0.221
C 0.487 0.484 -0.144
O -0.292 -0.091 0.167
S 0.234 -0.461 -0.184
C -0.012 -0.036 -0.079
O 0.052 0.103 0.131
O -0.139 0.194 -0.087
H -0.006 0.016 -0.025
H -0.015 -0.052 -0.089
H 0.041 -0.003 -0.058
H -0.131 -0.060 0.082
H -0.180 -0.188 0.028
H 0.028 0.008 -0.004
H 0.026 0.068 0.017
H 0.024 0.025 0.007
C 0.302 -0.192 0.064
C -0.535 -0.286 -0.377
O 0.334 -0.012 0.088
S -0.277 0.391 0.367
C 0.008 0.052 0.000
O -0.002 -0.268 -0.012
O 0.105 -0.003 -0.202
H -0.001 0.043 -0.063
H -0.039 0.111 0.025
H -0.104 0.051 -0.005
H 0.170 0.025 0.052
H 0.174 0.120 0.160
H -0.041 -0.022 -0.034
H -0.003 -0.025 -0.003
H -0.004 -0.032 -0.008
C -0.109 -0.230 -0.027
C -0.124 0.531 -0.400
O -0.007 -0.323 0.054
S 0.068 0.182 0.490
C 0.069 0.031 0.055
O -0.189 0.046 -0.121
O 0.142 -0.030 -0.197
H 0.023 0.007 -0.012
H 0.082 0.026 0.058
H 0.027 0.062 0.012
H 0.001 -0.157 0.038
H 0.070 -0.188 0.157
H -0.008 0.026 -0.017
H -0.025 0.023 -0.069
H -0.021 0.020 -0.025
C -0.026 -0.053 -0.251
C 0.321 0.550 0.259
O -0.026 -0.215 -0.251
S -0.494 -0.189 0.295
C -0.037 -0.047 0.087
O 0.051 0.253 -0.131
O 0.311 -0.035 -0.019
H 0.021 -0.007 0.017
H -0.018 -0.063 0.080
H 0.000 0.014 0.067
H -0.035 -0.107 -0.119
H -0.118 -0.217 -0.073
H 0.011 0.026 0.012
H 0.059 0.060 -0.013
H 0.013 0.033 -0.004

Properties
E_HOMO	-7.79	eV
SMILES	O=C(O)OCCCCn1cccc1.CCOS(C)(=O)=O.CCOS(C)(=O)=O.CCOS(C)(=O)=O.CCOS(C)(=O)=O.CCOS(C)(=O)=O.CCOS(C)(=O)=O.CCOS(C)(=O)=O

Atomic partial charges in e from the Löwdin method, atoms 1 to 2: O 0.16; C -0.61

***

- Number 2 is which compound?
  C30H69NO24S7